ORCA calculation (ωB97M-V/def2-TZVPD) on a molecular structure, C2H5I4N2 in a non-equilibrium geometry.

## Properties
E_HOMO   -12.7 eV
Strongest force on any atom   5.22 eV/Å
Relative energy (zero: lowest compared OMol25 entry of this formula, charge and spin)   84.8 kJ/mol
Total charge   +1

Last column: Löwdin charge in e.
Geometry (Å):
1 I 0.3098 -1.4669 1.9645  0.9429
2 I -1.4777 1.2578 -1.9574  1.0618
3 I 3.0804 2.4857 0.6436  0.4057
4 I -1.3482 -2.7003 -1.2444  0.3709
5 N 0.9294 -0.2764 -1.0821  0.0616
6 N -1.9348 0.2335 1.0873  0.0604
7 C -0.9123 -0.3842 0.5094  -0.8950
8 C -0.3164 -0.0314 -0.7798  -1.0106
9 H 1.0313 -0.3757 -2.0744  0.1148
10 H 1.4311 -0.7905 -0.3637  0.0409
11 H -2.6033 0.8724 0.4296  0.1340
12 H 4.0235 1.2360 0.8954  -0.3561
13 H -2.2128 -0.0599 1.9721  0.0686



ORCA calculation (ωB97M-V/def2-TZVPD) on 24 unconnected molecules or ions with the total composition C79H217N11O35 in a non-equilibrium geometry.

## Properties
E_HOMO   -8.2 eV
Strongest force on any atom   3.41 eV/Å

Last column: Löwdin charge in e.
Geometry (Å):
1 O -3.3896 8.3091 15.7235  -0.1124
2 O -10.5218 4.9979 24.1530  -0.1767
3 O -3.4237 15.8187 17.5496  -0.1981
4 O -8.4394 15.8853 22.3965  -0.1455
5 O -9.3102 16.6913 18.0409  -0.1324
6 O -7.4423 5.9932 14.6687  -0.1187
7 O -17.4049 10.9128 21.3691  -0.2093
8 O -6.1199 12.1939 19.1936  -0.2195
9 O -2.6985 10.5310 27.6333  -0.2409
10 O -12.9834 14.5297 22.3181  -0.2023
11 O -12.2588 3.7466 16.1588  -0.1839
12 O -11.2555 14.7108 26.2344  -0.2043
13 O -20.4555 10.6499 16.0743  -0.2280
14 O -11.9783 0.6715 22.6165  -0.1754
15 O -5.0163 13.5736 23.3949  -0.2101
16 O -5.8230 6.4513 23.1917  -0.1302
17 O -5.0417 3.0099 20.0724  -0.1802
18 O -16.0713 4.1696 19.9631  -0.1907
19 O -9.6051 9.3585 29.6154  -0.2273
20 O -10.4154 10.9716 22.7205  -0.1924
21 O -1.2062 11.7048 25.6622  -0.1317
22 O -3.7830 4.5938 25.8976  -0.1924
23 O -13.0626 13.1242 19.3898  -0.1833
24 O -9.2629 11.6656 16.0283  -0.1351
25 O -13.3009 10.8379 33.9458  -0.2258
26 O -1.5449 12.5644 18.8956  -0.2193
27 O -5.7971 8.5716 21.6239  -0.2110
28 O -11.9043 17.1451 19.6178  -0.1334
29 O -5.8462 8.4230 14.7059  -0.1347
30 O -11.9476 9.0351 28.2002  -0.1613
31 O -6.7191 9.9051 25.5868  -0.1442
32 O -14.3516 7.6329 21.5720  -0.2150
33 O -8.6569 8.2841 18.9631  -0.1960
34 O -0.8629 7.7777 21.6935  -0.1320
35 O -14.3848 11.7906 25.8492  -0.1384
36 N -9.4498 13.6539 18.6812  -0.0288
37 N -12.6902 3.3325 23.0442  -0.0297
38 N -12.0182 10.9717 30.4697  -0.0479
39 N -0.6334 14.9329 17.4258  -0.0799
40 N -4.1970 12.8397 27.0137  -0.0220
41 N -3.4836 3.6411 23.4294  -0.0462
42 N -10.6946 6.1294 18.3765  -0.0816
43 N -18.9271 11.5338 18.1051  -0.0468
44 N -7.2889 11.5582 23.3239  -0.0491
45 N -13.2543 16.0494 24.7374  -0.0430
46 N -15.7520 6.9480 19.1617  -0.0271
47 C -13.2205 2.5418 21.9441  -0.2500
48 C -12.5414 10.3900 31.6817  -0.2005
49 C -8.3247 13.1954 19.4790  -0.1860
50 C -14.0963 16.3521 23.5569  -0.1721
51 C -11.5152 3.1242 15.1402  -0.1185
52 C -16.9707 11.6875 22.5160  -0.0710
53 C -13.3918 11.7705 26.8865  -0.1232
54 C -17.9705 11.6887 20.3392  -0.2438
55 C -12.3084 4.7236 22.6131  -0.1507
56 C -16.6281 2.8309 20.2134  -0.0669
57 C -10.7638 4.8752 17.7097  -0.2111
58 C -5.7243 8.5146 20.1724  -0.0543
59 C -9.8079 6.1845 19.4914  -0.1963
60 C -8.8840 16.1499 23.7021  -0.1503
61 C -14.3710 13.5642 18.9472  -0.0750
62 C -13.7631 7.9915 20.3431  -0.2274
63 C -6.9162 5.6967 22.7878  -0.1584
64 C -5.0726 3.5113 18.7322  -0.1088
65 C -4.7146 11.8900 27.9495  -0.2352
66 C -20.4531 11.5144 18.2200  -0.1448
67 C -4.4718 14.2605 22.2684  -0.0747
68 C -1.9990 8.6358 21.6794  -0.1401
69 C -9.5891 10.2172 30.7174  -0.2143
70 C -9.0123 9.5834 18.6136  -0.1170
71 C -1.4147 15.3621 16.2418  -0.1903
72 C -6.8641 8.4996 25.6109  -0.1566
73 C -2.4279 16.3942 16.7197  -0.2264
74 C -8.9719 9.8397 28.3835  -0.0467
75 C -15.1946 5.7699 18.4089  -0.1921
76 C -14.2894 15.1423 22.5942  -0.1666
77 C -4.9313 12.0673 18.4210  -0.0772
78 C -9.7569 11.5251 23.8307  -0.2359
79 C -10.7190 13.4094 19.4262  -0.1592
80 C -11.9127 -0.7438 22.5395  -0.1016
81 C -11.5207 10.1482 23.1237  -0.0820
82 C -11.4204 17.1137 20.9827  -0.1027
83 C 0.0689 13.6814 17.2868  -0.1901
84 C -12.4416 15.1181 26.8687  -0.2502
85 C -4.7626 5.3056 26.5557  -0.1181
86 C -3.0316 2.8410 24.5462  -0.2170
87 C -8.5372 12.3573 23.5068  -0.1399
88 C -18.2423 10.7962 19.1468  -0.2248
89 C -12.0307 13.8241 18.7244  -0.2083
90 C -0.8322 12.4307 17.6559  -0.1906
91 C -4.9042 12.8611 25.6978  -0.1833
92 C -4.0750 3.5763 20.9596  -0.2137
93 C -3.9802 16.6266 18.6064  -0.0775
94 C -9.6102 7.6529 19.8385  -0.1882
95 C -12.9638 13.2422 22.9289  -0.0968
96 C -0.3987 11.0511 24.6627  -0.1260
97 C -0.8007 12.3319 20.1016  -0.0904
98 C -9.8004 5.6642 25.1843  -0.1132
99 C -7.2762 10.6407 22.2054  -0.1659
100 C -10.6056 11.3449 30.6076  -0.2007
101 C -21.1570 11.6430 16.7912  -0.1936
102 C -14.1037 11.5916 34.8522  -0.1036
103 C -12.8339 11.5092 32.7514  -0.1583
104 C -7.0384 13.0939 18.6102  -0.1960
105 C -3.9468 2.8263 22.2912  -0.2034
106 C -15.1537 8.6334 22.2672  -0.0620
107 C -2.7584 9.5373 15.9112  -0.1551
108 C -16.0344 4.5362 18.6339  -0.2705
109 C -6.7735 5.6771 15.8274  -0.2087
110 C -4.3810 13.7764 24.6299  -0.2306
111 C -8.3039 16.9171 19.0467  -0.1279
112 C -20.9610 10.4393 14.7781  -0.1103
113 C -14.8134 8.0920 19.2619  -0.2000
114 C -11.7647 5.5644 23.8244  -0.2069
115 C -13.6439 15.3019 25.9472  -0.1821
116 C -10.2509 14.3928 27.2143  -0.0851
117 C -11.7598 5.0314 16.5311  -0.2065
118 C -8.4150 12.4440 15.1997  -0.1662
119 C -12.3661 8.2159 27.1027  -0.1117
120 C -13.3059 1.1448 22.3942  -0.2533
121 C -5.9040 9.9329 22.0279  -0.1677
122 C -3.5578 11.1132 28.5969  -0.1941
123 C -3.2698 9.3927 26.9609  -0.0552
124 C -6.5634 9.6129 14.9721  -0.1462
125 C -3.9005 3.1820 25.7383  -0.2105
126 H -10.8396 12.3933 19.8018  0.1134
127 H 0.8235 13.6385 18.0721  0.1012
128 H -4.2975 11.5148 19.1146  0.0766
129 H -6.8383 4.6142 22.8890  0.0830
130 H -1.3640 14.7570 18.1006  0.0796
131 H -6.5246 12.1988 23.1639  0.0778
132 H -12.0144 9.4843 31.9818  0.1121
133 H -20.8185 12.4042 18.7326  0.1034
134 H -1.6006 11.0365 26.2274  0.0168
135 H -3.2046 17.2084 19.1044  0.0852
136 H -15.0469 16.6777 23.9794  0.1115
137 H -3.0863 3.6183 20.5027  0.1182
138 H -13.1129 8.8643 20.4008  0.1100
139 H -12.2656 16.0954 27.3180  0.1204
140 H -3.2492 10.4323 15.5288  0.0847
141 H -2.5184 9.7569 16.9515  0.0752
142 H -11.4483 -1.0999 23.4591  0.0817
143 H -8.0884 9.9267 22.3418  0.1235
144 H -18.7840 11.1856 17.1678  0.0858
145 H -1.5734 12.3287 16.8632  0.0976
146 H -21.9894 10.0959 14.8903  0.0853
147 H -13.6754 12.1041 32.3965  0.1142
148 H -10.4220 11.9774 31.4761  0.1062
149 H -14.1818 5.4941 18.7026  0.1045
150 H -12.3891 13.2438 23.8551  0.0769
151 H -7.1318 5.8327 21.7280  0.0753
152 H -7.3994 12.1707 15.4859  0.0400
153 H -9.4306 14.6377 18.4537  0.0720
154 H -7.9812 16.0506 24.3048  0.0822
155 H 0.4779 10.5041 25.0098  0.0830
156 H -3.4414 2.6846 26.5927  0.1154
157 H -11.6836 16.1834 21.4861  0.0622
158 H -4.0933 9.8299 26.3961  0.0752
159 H -4.9145 2.4162 22.5798  0.1136
160 H -10.3524 17.3225 21.0465  0.0656
161 H -12.1521 10.0413 22.2416  0.0732
162 H -17.7590 12.2678 22.9955  0.0865
163 H -5.7194 2.9051 18.0981  0.0847
164 H -15.1322 11.2207 26.0449  0.0726
165 H -5.4210 9.8604 23.0024  0.1157
166 H -13.4558 9.9538 31.2795  0.1190
167 H -10.6775 13.9736 20.3579  0.1067
168 H -9.6496 10.4804 27.8193  0.0861
169 H -11.9943 10.2179 29.7979  0.0591
170 H -5.6859 5.3676 25.9796  0.0755
171 H -11.1511 9.1411 23.3165  0.0760
172 H -14.3326 15.8934 26.5505  0.1150
173 H -10.5879 6.8532 17.6802  0.1172
174 H -9.2883 11.9872 16.9325  0.0270
175 H -10.2023 5.5607 26.1922  0.0815
176 H -3.2874 12.5667 26.6698  0.0776
177 H -17.3321 12.5096 20.0127  0.1094
178 H -20.9141 12.6400 16.4239  0.1215
179 H -3.5643 13.8313 21.8436  0.0761
180 H -11.3296 5.6561 15.7483  0.1203
181 H -8.0995 10.4603 28.5882  0.0852
182 H -13.6868 17.2430 23.0806  0.0918
183 H -15.5961 3.7737 17.9900  0.1217
184 H -8.4539 12.1327 14.1558  0.0819
185 H -10.2700 5.7290 20.3673  0.1077
186 H -11.8536 3.5363 14.1895  0.0806
187 H -6.6050 14.0331 18.2666  0.1176
188 H -11.0114 8.9222 28.3797  0.0258
189 H -4.8980 2.7462 25.6813  0.1261
190 H -4.9428 8.5811 14.9895  0.0168
191 H -5.4317 4.5381 18.6624  0.0674
192 H -9.8960 9.5904 31.5547  0.1183
193 H -9.8072 15.2589 27.7052  0.0874
194 H -1.9906 2.9909 24.8326  0.1111
195 H -4.1236 3.5924 18.2020  0.0782
196 H -3.0966 1.7734 24.3359  0.1143
197 H -11.5351 4.5467 21.8656  0.0964
198 H -16.3385 12.4774 22.1105  0.0613
199 H -2.9103 16.7288 15.8013  0.1179
200 H -9.4776 10.7808 24.5764  0.1221
201 H -3.5880 8.6167 27.6570  0.0857
202 H -15.3727 9.0270 19.2949  0.0916
203 H -7.3259 12.6100 17.6768  0.0845
204 H -15.4566 8.1265 23.1834  0.0926
205 H -8.5424 10.4989 30.8321  0.1235
206 H -22.2063 11.3619 16.8806  0.1207
207 H -1.8667 17.2332 17.1311  0.1243
208 H -6.8578 8.0530 26.6052  0.0734
209 H -12.0898 10.4531 24.0020  0.0829
210 H -14.2192 8.0678 18.3483  0.1117
211 H -7.2485 6.9004 14.4215  0.0459
212 H -7.3697 11.2063 21.2783  0.0906
213 H -6.7628 9.8128 16.0249  0.0721
214 H -15.1495 12.9380 19.3830  0.0712
215 H -12.9266 10.7852 26.8564  0.0436
216 H -3.9074 10.3838 29.3276  0.1228
217 H -15.1106 14.5016 22.9154  0.1038
218 H -12.5315 15.5246 24.2660  0.0683
219 H -13.1781 7.1122 20.0736  0.1050
220 H -4.1425 15.2584 22.5578  0.0855
221 H -11.7347 7.3276 27.1198  0.0720
222 H -0.0964 11.7947 23.9253  0.0689
223 H -18.8017 9.9071 19.4377  0.1164
224 H -4.4776 14.8300 24.8920  0.1236
225 H -13.7008 0.5463 21.5732  0.1115
226 H -14.1971 2.9613 21.7025  0.1054
227 H -11.2750 4.1803 18.3759  0.1173
228 H -8.6166 16.4418 19.9764  0.0454
229 H -13.7741 11.9240 27.8956  0.0878
230 H -5.1899 14.2773 21.4486  0.0804
231 H -7.8156 5.9139 23.3640  0.0497
232 H -14.7108 15.5258 21.6650  0.1040
233 H -5.4492 11.1329 27.6752  0.0965
234 H -2.6353 8.0614 21.0062  0.0771
235 H -14.2228 14.3901 25.8004  0.0953
236 H -7.7573 16.5421 22.2383  0.0757
237 H -12.6594 2.5471 21.0096  0.1237
238 H -10.4529 12.1789 24.3563  0.1030
239 H -6.0652 8.0006 25.0624  0.0596
240 H -14.5566 14.6349 19.0323  0.0775
241 H -8.1471 10.0373 18.1303  0.0758
242 H -14.9473 12.0098 34.3031  0.0848
243 H -12.5681 12.4373 26.6313  0.0640
244 H -8.7587 5.3460 25.1433  0.0709
245 H -9.3541 17.1299 23.7829  0.0845
246 H -9.6125 15.4290 24.0730  0.0675
247 H -5.2355 10.5102 21.3892  0.1151
248 H -5.9894 12.9105 25.7873  0.1173
249 H -0.6761 15.6373 15.4889  0.1221
250 H -8.3157 12.9962 24.3617  0.1095
251 H -5.8528 7.3328 22.8128  0.0227
252 H -7.4784 9.6252 14.3798  0.0854
253 H -1.1745 6.8889 21.5076  0.0675
254 H -4.4089 6.3198 26.7411  0.0785
255 H -13.4059 7.9676 27.3158  0.0881
256 H -7.7942 8.2228 25.1146  0.0673
257 H -12.5518 5.7205 16.8244  0.1000
258 H -5.0231 4.7591 27.4621  0.0889
259 H -6.7244 10.1746 24.6654  0.0117
260 H -8.5522 12.1683 19.7642  0.0833
261 H -0.1649 13.1818 20.3498  0.0827
262 H -10.3431 12.0135 29.7877  0.0970
263 H -4.4127 13.0238 18.3550  0.0816
264 H -4.1035 4.3924 23.6963  0.0881
265 H -8.8797 5.6953 19.1959  0.1188
266 H -14.6927 9.6047 22.4466  0.0687
267 H -17.0645 4.6795 18.3076  0.1233
268 H -16.4197 11.0562 23.2131  0.0755
269 H 0.4835 13.7053 16.2790  0.1177
270 H -4.3919 4.5652 21.2910  0.1047
271 H -11.9330 12.0933 32.9397  0.1051
272 H -5.1757 12.4661 28.7517  0.1121
273 H -3.3367 1.9542 22.0561  0.1143
274 H -17.2441 10.3769 19.0204  0.1066
275 H -10.1930 16.7844 18.4065  0.0388
276 H -20.4537 9.6996 14.1587  0.0867
277 H -1.9843 14.4913 15.9173  0.1088
278 H -4.7011 11.8937 25.2384  0.1040
279 H -12.1321 14.9032 18.8401  0.0915
280 H -6.5729 9.0804 19.7880  0.0680
281 H -5.1772 11.5692 17.4832  0.0855
282 H -18.9538 11.9666 20.7186  0.1223
283 H -8.6788 8.9041 27.9072  0.0864
284 H -4.6469 16.1233 19.3067  0.0704
285 H -3.3061 13.6082 24.5637  0.1226
286 H -11.7814 2.0673 15.1475  0.0889
287 H -5.9401 10.3735 14.5019  0.0789
288 H -11.6824 6.5992 23.4920  0.1004
289 H -9.8386 9.6607 17.9070  0.0948
290 H -8.4632 13.5257 15.3254  0.0826
291 H -12.6649 14.4816 27.7249  0.1074
292 H -13.0572 5.3257 22.0984  0.1023
293 H -10.4436 3.3187 15.0965  0.0855
294 H -15.1466 6.1511 17.3888  0.1179
295 H -20.9051 11.3204 14.1388  0.0860
296 H -9.6824 6.7370 25.0320  0.0633
297 H -11.8096 2.8486 23.1463  0.0908
298 H -1.0795 10.4613 24.0488  0.0561
299 H -4.5733 17.4044 18.1255  0.0796
300 H -16.0234 2.0019 19.8456  0.0844
301 H -8.7813 12.9945 22.6569  0.1082
302 H -2.3578 8.8270 22.6908  0.0720
303 H -5.7477 5.6105 15.4648  0.0729
304 H -16.0566 8.8421 21.6933  0.0692
305 H -2.5087 8.9116 26.3466  0.0962
306 H -13.8490 12.6072 22.8924  0.0861
307 H -9.2190 10.1272 19.5354  0.0766
308 H -10.5055 8.1969 20.1395  0.1176
309 H -14.4762 13.4211 17.8718  0.0834
310 H -2.9332 11.8626 29.0830  0.1268
311 H -10.7000 13.8412 28.0403  0.0682
312 H -1.4600 12.2924 20.9687  0.0741
313 H -20.7076 10.5180 18.5813  0.1078
314 H -7.3006 16.5695 18.8002  0.0659
315 H -11.2801 -1.0111 21.6930  0.0900
316 H -12.2978 8.7098 26.1334  0.0629
317 H -0.1835 11.4374 20.0175  0.0875
318 H -9.4110 13.8445 26.7877  0.0799
319 H -15.8005 6.5192 20.0749  0.0776
320 H -12.3269 12.6152 22.3050  0.0660
321 H -0.3293 11.4641 17.6271  0.1123
322 H -13.3954 12.1706 35.4448  0.0879
323 H -12.4971 5.5352 24.6311  0.1195
324 H -17.6737 2.7255 19.9241  0.0829
325 H -14.0999 1.0397 23.1335  0.1287
326 H -1.8250 9.4878 15.3505  0.0845
327 H -9.8187 4.3973 17.4518  0.1142
328 H -11.9984 17.8153 21.5841  0.0707
329 H -4.8812 8.8765 19.5839  0.0822
330 H -6.8282 6.2901 16.7271  0.0749
331 H -11.9716 13.5936 17.6607  0.1267
332 H -14.5982 10.9109 35.5452  0.0792
333 H -7.0695 4.6403 15.9868  0.0743
334 H -8.1774 13.8175 20.3618  0.1039
335 H -5.9582 7.5145 19.8077  0.0872
336 H -16.6422 2.7869 21.3024  0.0800
337 H -12.8852 -1.2352 22.5710  0.0838
338 H -8.2787 17.9988 19.1791  0.0834
339 H -9.0961 7.6309 20.7993  0.1060
340 H -2.8985 7.5728 16.0954  0.1087
341 H -1.7187 9.5484 21.1533  0.0613
342 H -12.7622 16.7306 19.4996  0.0656



Q: Which formula does entry 2 have?
A: C79H217N11O35